No. 1
{
  "formula": "C31H37N5O4P2RhSe",
  "method": "wB97M-V/def2-TZVPD",
  "symbols": ["Rh", "O", "C", "O", "C", "C", "C", "C", "C", "N", "C", "O", "O", "H", "H", "H", "H", "H", "C", "P", "C", "N", "C", "C", "C", "C", "C", "C", "N", "C", "P", "C", "C", "C", "C", "C", "C", "C", "C", "C", "H", "H", "H", "H", "H", "H", "H", "H", "H", "H", "H", "H", "H", "H", "H", "H", "H", "H", "H", "H", "H", "H", "H", "H", "H", "H", "H", "H", "Se", "N", "C", "C", "C", "C", "C", "C", "N", "H", "H", "H", "H"],
  "xyz": [[0.5130, 0.9409, -0.5388], [3.1587, 2.5842, -3.6788], [2.4959, 2.0994, -2.6683], [1.3148, 1.7749, -2.7231], [3.2925, 1.9748, -1.4206], [4.6435, 2.2951, -1.3687], [5.3076, 2.1991, -0.1584], [4.5912, 1.7823, 0.9535], [3.2447, 1.4672, 0.8243], [2.6057, 1.5608, -0.3500], [2.3848, 0.9926, 1.9478], [2.8461, 0.9221, 3.1685], [1.2329, 0.6335, 1.7437], [2.6212, 2.6495, -4.4847], [5.1501, 2.6167, -2.2686], [6.3565, 2.4468, -0.0701], [5.1055, 1.7031, 1.9028], [3.7456, 1.2450, 3.3064], [-2.0201, 0.9857, 1.6918], [-1.6105, 0.1111, 0.1458], [-1.1765, -1.5499, 0.8295], [-1.8891, -2.1121, 1.7384], [-1.5854, -3.2358, 2.3748], [-2.3661, -3.8178, 3.3847], [-1.9711, -4.9886, 3.9737], [-0.7907, -5.6442, 3.5595], [0.0005, -5.1166, 2.5747], [-0.3416, -3.9023, 1.9603], [0.3660, -3.2983, 1.0164], [0.0535, -2.1927, 0.4376], [1.2292, -1.2916, -0.6637], [2.8004, -1.8730, 0.0589], [1.1764, -2.0740, -2.3725], [2.4955, -1.6811, -3.0453], [-0.0066, -1.4884, -3.1436], [1.0521, -3.5938, -2.2819], [-3.3087, -0.1553, -0.6952], [-3.2974, -1.3702, -1.6262], [-4.3623, -0.3416, 0.3997], [-3.5673, 1.1270, -1.4835], [-2.5016, 1.9383, 1.4753], [-1.0946, 1.1702, 2.2333], [-2.6823, 0.3853, 2.3120], [-3.2801, -3.3174, 3.6757], [-2.5774, -5.4206, 4.7581], [-0.5119, -6.5807, 4.0229], [0.9002, -5.6244, 2.2530], [2.9008, -2.9491, -0.0849], [2.8121, -1.6718, 1.1299], [3.6453, -1.3741, -0.4140], [2.6476, -0.5993, -3.0352], [2.4602, -1.9990, -4.0882], [3.3537, -2.1708, -2.5854], [-0.0652, -0.4022, -3.0494], [-0.9382, -1.9335, -2.8047], [0.1043, -1.7181, -4.2046], [1.9148, -4.0477, -1.7921], [1.0033, -4.0040, -3.2929], [0.1448, -3.9013, -1.7597], [-2.7402, -2.2151, -1.2151], [-2.9053, -1.1189, -2.6092], [-4.3229, -1.7103, -1.7736], [-4.1070, -1.1523, 1.0843], [-5.3064, -0.6127, -0.0766], [-4.5410, 0.5704, 0.9661], [-2.8378, 1.2418, -2.2842], [-3.5464, 2.0137, -0.8436], [-4.5567, 1.0732, -1.9417], [-0.8885, 3.5427, -2.2311], [-0.2361, 2.9565, -0.6043], [-0.6531, 3.8479, 0.3001], [-0.3166, 3.8566, 1.6735], [-0.8258, 4.8413, 2.4758], [-1.6884, 5.8487, 1.9715], [-2.0340, 5.8891, 0.6518], [-1.5082, 4.9034, -0.2145], [-1.7399, 4.8457, -1.5165], [0.3584, 3.1055, 2.0628], [-0.5608, 4.8549, 3.5247], [-2.0712, 6.6067, 2.6408], [-2.6984, 6.6466, 0.2591]],
  "forces_ev_per_angstrom": [[-0.08, 0.61, -0.47], [0.44, 0.09, 0.02], [-0.83, -0.12, -0.35], [0.37, -0.27, 0.27], [0.25, 0.02, 0.49], [0.01, 0.05, -0.19], [-0.11, -0.05, 0.07], [0.01, -0.05, 0.13], [0.29, 0.24, -0.42], [1.28, 0.44, 0.35], [-0.36, -0.19, 0.16], [-0.04, -0.05, 0.16], [0.16, 0.22, -0.25], [-0.14, -0.02, -0.02], [0.01, 0.02, 0.03], [0.01, 0.00, -0.05], [0.00, 0.00, 0.00], [0.09, 0.06, -0.07], [0.13, -0.16, 0.10], [-1.56, -0.27, 0.42], [-0.99, -0.03, 0.48], [0.62, -0.02, -0.31], [0.05, -0.01, 0.06], [-0.23, -0.17, 0.16], [-0.10, 0.19, -0.13], [0.10, 0.08, -0.18], [0.09, -0.39, 0.12], [-0.09, 0.12, 0.12], [-0.33, 0.37, -0.11], [0.57, -0.78, -0.07], [0.58, -1.02, -0.83], [-0.07, -0.07, 0.06], [-0.17, -0.16, 0.36], [0.04, -0.02, 0.07], [0.09, -0.05, 0.06], [0.08, -0.01, -0.12], [0.19, -0.09, 0.28], [0.06, 0.02, 0.01], [-0.06, -0.01, -0.08], [0.00, 0.02, 0.02], [0.03, 0.02, -0.09], [-0.03, 0.05, 0.05], [-0.01, 0.01, -0.01], [0.02, 0.01, 0.01], [0.01, -0.01, 0.00], [0.02, 0.01, 0.02], [0.02, 0.06, -0.02], [0.05, 0.02, 0.02], [0.01, 0.01, 0.01], [-0.03, 0.04, -0.01], [0.04, 0.00, -0.03], [-0.01, 0.01, 0.00], [0.01, 0.04, -0.02], [-0.02, 0.03, -0.05], [-0.09, 0.04, 0.01], [-0.02, -0.06, 0.01], [-0.03, -0.03, 0.01], [0.01, -0.02, 0.02], [0.00, -0.01, -0.04], [-0.04, -0.04, -0.04], [0.12, -0.02, 0.01], [-0.01, 0.03, -0.01], [-0.05, 0.01, 0.03], [0.01, 0.03, -0.03], [0.03, -0.02, 0.04], [0.00, 0.04, -0.05], [-0.02, 0.02, -0.05], [-0.02, 0.00, 0.03], [0.50, -0.68, 0.26], [-0.42, 1.41, -0.61], [-0.12, 0.01, -0.25], [0.07, 0.11, 0.43], [0.36, -0.53, -0.16], [-0.39, 0.33, -0.55], [-0.11, 0.32, 0.69], [0.21, -0.59, -0.37], [-0.46, 0.79, 0.33], [-0.06, 0.00, 0.06], [0.00, 0.03, 0.01], [0.01, -0.04, 0.05], [0.06, 0.02, -0.05]],
  "mulliken_charge": [0.385, -0.420, -0.023, -0.433, 0.400, -0.982, -1.080, -1.226, 1.322, 0.804, 0.070, -0.438, -0.566, 0.440, 0.657, 0.496, 0.413, 0.315, -1.762, 1.726, -1.096, 0.250, 0.335, -0.720, -0.606, -0.630, -0.498, 0.374, -0.186, 0.547, 1.630, -1.934, 1.867, -1.702, -1.819, -1.736, 1.703, -1.559, -1.641, -1.440, 0.318, 0.387, 0.673, 0.528, 0.461, 0.455, 0.530, 0.489, 0.515, 0.377, 0.178, 0.582, 0.341, 0.240, 0.389, 0.567, 0.351, 0.499, 0.357, 0.303, 0.378, 0.547, 0.313, 0.554, 0.343, 0.208, 0.336, 0.503, 0.353, -0.264, 1.031, -0.292, -0.729, -0.679, -0.754, 0.368, -0.693, 0.277, 0.488, 0.430, 0.504],
  "homo_ev": [-14.7, -16.1],
  "s_squared": 6.0180,
  "charge": 3,
  "orbital_gap_ev": [5.37, 4.07],
  "lumo_energy_ha": [-0.3416, -0.4417],
  "multiplicity": 5
}

No. 2
{
  "formula": "C31H37NO7",
  "method": "wB97M-V/def2-TZVPD",
  "symbols": ["C", "O", "C", "O", "C", "C", "C", "C", "C", "C", "C", "C", "C", "C", "C", "C", "C", "C", "O", "C", "C", "O", "C", "O", "C", "C", "C", "C", "C", "C", "O", "C", "C", "N", "C", "C", "C", "C", "O", "H", "H", "H", "H", "H", "H", "H", "H", "H", "H", "H", "H", "H", "H", "H", "H", "H", "H", "H", "H", "H", "H", "H", "H", "H", "H", "H", "H", "H", "H", "H", "H", "H", "H", "H", "H", "H"],
  "xyz": [[-0.9761, 2.2198, -1.0029], [-2.1897, 1.6546, -0.5027], [-2.7119, 0.6267, -1.1481], [-2.2194, 0.1217, -2.1310], [-4.0461, 0.2186, -0.5563], [-4.3989, -1.2357, -0.8580], [-3.6861, -2.2544, 0.0537], [-2.2042, -2.0299, 0.1254], [-1.7161, -1.1651, 1.0499], [-0.3357, -0.7917, 1.1430], [0.1644, 0.0534, 2.1022], [-0.6817, 0.6817, 3.1381], [-1.7622, 1.4962, 2.8120], [-2.5286, 2.0757, 3.8073], [-2.2237, 1.8574, 5.1400], [-1.1397, 1.0627, 5.4728], [-0.3733, 0.4805, 4.4804], [1.5623, 0.4058, 2.1321], [2.0432, 1.2692, 2.8435], [2.5174, -0.4202, 1.2425], [3.0963, -1.5451, 2.1070], [3.6068, 0.4131, 0.8368], [3.2351, 1.4034, 0.0320], [2.0843, 1.5875, -0.2923], [4.4260, 2.1859, -0.4604], [4.9652, 1.4625, -1.7184], [4.4353, 2.2916, -2.8843], [4.5373, 3.7199, -2.3609], [4.0350, 3.5995, -0.9210], [1.9008, -1.0437, -0.0024], [2.5760, -1.3019, -0.9786], [0.4838, -1.3723, 0.1101], [-0.0541, -2.2589, -0.7730], [-1.3445, -2.6539, -0.7607], [-1.7061, -3.8094, -1.5645], [-2.3409, -3.4827, -2.9180], [-1.4706, -2.5817, -3.7914], [-2.3062, -1.9723, -4.9201], [-3.3596, -1.1888, -4.4202], [-0.9851, 3.2679, -0.7145], [-0.9355, 2.1175, -2.0876], [-0.1123, 1.7231, -0.5607], [-4.7904, 0.8668, -1.0280], [-4.0500, 0.4349, 0.5112], [-4.1566, -1.4230, -1.9039], [-5.4736, -1.3774, -0.7345], [-4.0887, -2.1496, 1.0631], [-3.9310, -3.2555, -0.2991], [-2.3946, -0.7318, 1.7668], [-1.9859, 1.6962, 1.7753], [-3.3629, 2.7092, 3.5402], [-2.8220, 2.3130, 5.9156], [-0.8893, 0.8978, 6.5108], [0.4737, -0.1361, 4.7425], [3.5881, -1.1039, 2.9706], [2.2987, -2.2064, 2.4383], [3.8248, -2.1083, 1.5282], [5.1722, 2.1877, 0.3347], [4.6359, 0.4248, -1.7615], [6.0557, 1.4785, -1.7094], [5.0034, 2.1310, -3.7997], [3.3904, 2.0401, -3.0691], [3.9507, 4.4276, -2.9446], [5.5797, 4.0439, -2.3721], [4.4507, 4.3672, -0.2707], [2.9470, 3.6821, -0.9001], [0.5921, -2.7070, -1.5143], [-2.3811, -4.4457, -0.9859], [-0.7880, -4.3769, -1.7376], [-3.3024, -2.9925, -2.7738], [-2.5296, -4.4267, -3.4334], [-0.6322, -3.1377, -4.2129], [-1.0772, -1.7572, -3.1937], [-1.6549, -1.3722, -5.5719], [-2.7721, -2.7561, -5.5245], [-2.9773, -0.5781, -3.7684]],
  "forces_ev_per_angstrom": [[0.48, 0.07, -0.30], [-0.30, 0.08, 0.20], [-0.37, 0.05, 0.16], [0.15, -0.02, -0.15], [0.04, -0.19, -0.17], [0.08, 0.10, 0.00], [-0.10, 0.03, -0.22], [0.01, 0.07, 0.56], [-0.16, -0.18, -0.06], [0.44, 0.15, 0.13], [-0.32, -0.04, 0.03], [-0.07, -0.01, 0.06], [0.13, -0.02, 0.04], [-0.14, 0.07, 0.06], [-0.08, 0.07, 0.04], [0.03, -0.04, 0.10], [-0.12, 0.01, -0.02], [0.25, 0.02, -0.30], [-0.02, -0.21, -0.05], [0.27, 0.14, 0.11], [0.07, 0.26, -0.23], [-0.01, -0.54, 0.32], [0.23, 0.51, -0.16], [0.01, -0.03, -0.02], [-0.16, -0.04, 0.19], [-0.03, -0.12, -0.14], [0.17, 0.07, 0.00], [-0.11, -0.03, -0.04], [0.00, 0.12, 0.03], [0.24, -0.01, -0.20], [-0.09, -0.05, 0.19], [-0.50, -0.27, -0.30], [0.47, 0.21, 0.30], [0.15, 0.32, 0.10], [-0.41, -0.48, -0.58], [0.25, 0.17, 0.17], [-0.44, -0.01, -0.12], [0.45, -0.14, -0.13], [-0.22, 0.34, 0.23], [-0.02, -0.05, 0.02], [0.01, 0.06, 0.09], [-0.14, 0.00, -0.01], [0.02, 0.05, 0.06], [-0.01, 0.09, 0.02], [-0.11, -0.04, 0.01], [0.01, -0.01, -0.05], [0.07, -0.07, -0.02], [-0.01, -0.05, 0.08], [-0.16, -0.04, -0.03], [-0.02, -0.01, -0.09], [-0.06, 0.05, -0.01], [-0.04, 0.04, 0.06], [0.02, -0.01, 0.08], [0.09, -0.04, 0.01], [-0.02, 0.03, 0.08], [-0.06, -0.06, 0.04], [0.02, -0.07, -0.05], [-0.06, -0.01, -0.03], [0.10, -0.08, 0.02], [0.02, -0.02, 0.01], [-0.05, -0.04, -0.07], [-0.07, -0.03, -0.06], [0.04, 0.09, -0.03], [0.05, 0.04, -0.05], [-0.05, 0.02, 0.05], [0.05, 0.06, 0.02], [-0.01, -0.07, -0.04], [0.18, 0.02, 0.00], [-0.08, 0.03, 0.14], [-0.04, -0.08, 0.02], [-0.06, -0.05, 0.02], [0.11, -0.02, 0.00], [0.10, -0.01, -0.04], [-0.07, -0.13, 0.00], [0.11, 0.02, -0.02], [-0.13, -0.06, -0.05]],
  "mulliken_charge": [-0.763, -0.339, 0.546, -0.558, -0.637, -0.221, -1.704, 0.370, -1.202, 0.901, 1.003, -0.403, 0.304, -1.202, -0.458, -0.829, -0.594, 0.105, -0.734, 1.562, -2.013, -0.398, -0.077, -0.658, 0.434, -0.797, -0.571, -0.614, -0.922, 0.401, -0.743, -0.250, -0.759, 0.651, -1.552, -0.214, -0.208, -0.834, -0.564, 0.307, 0.405, 0.310, 0.478, 0.206, -0.024, 0.473, 0.457, 0.469, 0.787, 0.764, 0.434, 0.389, 0.395, 0.434, 0.454, 0.315, 0.472, 0.636, 0.305, 0.317, 0.412, 0.181, 0.364, 0.309, 0.359, 0.201, 0.597, 0.448, 0.597, 0.093, 0.524, 0.435, 0.106, 0.334, 0.402, 0.393],
  "homo_ev": -7.4,
  "orbital_gap_ev": 7.50,
  "lumo_energy_ha": 0.0018,
  "smiles": "COC(=O)CCCC1=CC2=C(c3ccccc3)C(=O)[C@](C)(OC(=O)C3CCCC3)C(=O)C2=CN1CCCCO"
}

No. 3
{
  "formula": "C31H38AsN2O2ReS",
  "method": "wB97M-V/def2-TZVPD",
  "symbols": ["Re", "C", "C", "C", "C", "C", "C", "C", "C", "S", "C", "N", "C", "C", "C", "C", "C", "C", "C", "C", "H", "H", "H", "H", "H", "H", "H", "H", "H", "H", "H", "H", "H", "H", "H", "H", "C", "As", "C", "C", "C", "C", "C", "C", "C", "C", "H", "H", "H", "H", "H", "H", "H", "H", "H", "H", "H", "H", "H", "O", "C", "O", "C", "N", "C", "C", "C", "H", "H", "H", "H", "H", "H", "H", "H", "H"],
  "xyz": [[-1.0892, -0.2751, -1.0690], [4.3580, 0.7513, -0.4726], [4.8502, -0.6644, -0.7732], [5.5606, -1.2170, 0.4724], [5.8390, -0.5981, -1.9471], [3.7028, -1.6034, -1.1310], [3.9938, -2.9268, -1.5200], [3.0198, -3.8441, -1.8541], [1.6973, -3.4190, -1.7959], [0.2490, -4.3216, -2.1533], [-0.7059, -2.9924, -1.8071], [-0.0051, -1.8873, -1.4043], [1.3830, -2.1212, -1.4126], [2.3724, -1.2061, -1.0770], [-2.1412, -2.8443, -1.8909], [-3.0314, -3.8379, -2.2759], [-4.3852, -3.5345, -2.3524], [-4.8345, -2.2615, -2.0339], [-3.9492, -1.2694, -1.6079], [-2.5929, -1.5500, -1.5387], [5.2124, 1.3873, -0.2447], [3.6986, 0.7800, 0.3994], [3.8433, 1.1926, -1.3300], [6.3945, -0.5672, 0.7377], [5.9638, -2.2146, 0.3005], [4.8842, -1.2675, 1.3281], [6.6593, 0.0727, -1.6918], [5.3607, -0.2196, -2.8519], [6.2758, -1.5696, -2.1741], [5.0260, -3.2450, -1.5580], [3.2811, -4.8516, -2.1472], [2.1136, -0.1942, -0.7866], [-2.6866, -4.8357, -2.5189], [-5.0885, -4.2960, -2.6591], [-5.8901, -2.0342, -2.1021], [-4.3378, -0.2902, -1.3544], [-1.1233, -2.3445, 1.8535], [-1.3041, -0.4759, 1.4047], [-3.0682, 0.0408, 1.9787], [0.0424, 0.5033, 2.4269], [-0.0693, 0.1003, 3.8704], [0.7606, -0.8954, 4.3818], [0.6562, -1.2730, 5.7116], [-0.2805, -0.6623, 6.5354], [-1.1058, 0.3351, 6.0323], [-1.0015, 0.7166, 4.7033], [-1.2216, -2.4186, 2.9368], [-0.1412, -2.7022, 1.5489], [-1.9125, -2.9098, 1.3610], [-3.1533, -0.2329, 3.0305], [-3.8050, -0.5037, 1.3915], [-3.2023, 1.1147, 1.8657], [-0.1420, 1.5642, 2.2561], [1.0103, 0.2358, 1.9988], [1.5062, -1.3626, 3.7475], [1.3136, -2.0340, 6.1090], [-0.3577, -0.9538, 7.5737], [-1.8192, 0.8262, 6.6797], [-1.6268, 1.5189, 4.3266], [-1.1059, 2.9845, -0.0888], [-1.2770, 2.7230, -1.2453], [-1.4780, 1.4673, -1.6971], [-1.3597, 3.7579, -2.3541], [-1.0877, 5.1105, -1.7327], [-2.2633, 6.0237, -2.0609], [-3.4088, 5.0442, -2.2168], [-2.7675, 3.8821, -2.9748], [-0.5932, 3.5380, -3.0961], [-0.2013, 5.5087, -2.0440], [-1.0168, 4.9743, -0.7159], [-2.0232, 6.5263, -2.9961], [-2.3622, 6.7590, -1.2670], [-4.2344, 5.4895, -2.7674], [-3.7875, 4.7321, -1.2415], [-2.6706, 4.1187, -4.0336], [-3.3195, 2.9487, -2.8943]],
  "forces_ev_per_angstrom": [[-0.02, -0.29, 0.84], [0.01, 0.00, 0.02], [-0.03, 0.00, 0.01], [0.02, -0.01, 0.00], [0.01, 0.01, 0.00], [0.00, 0.03, 0.01], [-0.01, -0.04, 0.01], [0.02, 0.05, 0.04], [0.02, 0.04, -0.01], [-0.06, 0.01, 0.05], [0.09, 0.13, -0.04], [0.14, -0.13, -0.45], [0.03, -0.02, 0.14], [0.05, -0.06, -0.02], [-0.13, -0.02, -0.08], [0.05, 0.05, 0.02], [-0.01, 0.00, 0.00], [-0.05, 0.03, 0.01], [-0.05, -0.08, 0.05], [0.02, 0.09, -0.10], [0.01, 0.00, 0.00], [-0.01, 0.00, 0.01], [0.00, 0.00, -0.01], [0.00, 0.01, 0.00], [0.01, -0.01, 0.00], [-0.01, 0.01, 0.00], [0.00, 0.00, 0.00], [-0.01, 0.00, 0.00], [0.01, -0.01, 0.00], [0.01, 0.00, -0.01], [0.00, -0.01, -0.01], [-0.03, 0.01, -0.02], [0.02, -0.01, 0.01], [-0.01, 0.00, 0.00], [-0.01, -0.01, -0.01], [0.02, 0.01, 0.02], [-0.02, 0.05, 0.02], [-0.03, -0.12, 0.04], [0.03, 0.03, 0.01], [0.04, 0.01, -0.02], [0.04, 0.04, -0.01], [-0.05, -0.01, 0.00], [-0.01, 0.01, 0.01], [0.00, 0.00, -0.01], [0.01, -0.01, 0.00], [0.01, -0.02, 0.01], [0.00, -0.03, -0.01], [0.00, 0.00, 0.00], [0.00, 0.00, 0.00], [-0.01, 0.02, -0.01], [0.00, -0.01, 0.01], [0.00, 0.00, -0.01], [-0.01, -0.01, 0.00], [0.00, 0.02, 0.02], [0.01, 0.01, -0.01], [0.00, -0.01, 0.01], [0.00, 0.00, 0.00], [0.00, 0.00, 0.01], [0.01, 0.01, -0.01], [0.07, 0.09, 0.07], [-0.08, -0.24, -0.10], [-0.13, 0.32, -0.51], [0.02, 0.05, 0.06], [0.00, 0.01, 0.03], [0.08, 0.00, -0.01], [-0.04, 0.04, -0.01], [0.03, -0.03, -0.01], [-0.01, -0.01, 0.00], [-0.02, 0.01, -0.01], [0.01, -0.02, -0.01], [-0.01, 0.00, 0.01], [-0.03, -0.01, 0.00], [-0.01, -0.01, 0.01], [0.01, 0.00, 0.00], [0.00, 0.00, 0.00], [-0.01, 0.01, -0.01]],
  "mulliken_charge": [0.256, -1.950, 1.897, -1.480, -1.621, -0.105, -0.586, -1.482, 0.857, -0.207, 0.961, 0.529, -0.596, 0.500, 0.536, -0.741, -0.791, -0.796, -0.441, 0.353, 0.451, 0.315, 0.381, 0.446, 0.370, 0.309, 0.463, 0.390, 0.351, 0.498, 0.453, 0.478, 0.500, 0.459, 0.441, 0.515, -1.236, 0.487, -1.174, -0.699, 0.150, -0.217, -0.682, -0.525, -0.736, -0.254, 0.508, 0.352, 0.437, 0.499, 0.424, 0.385, 0.546, 0.317, 0.427, 0.433, 0.430, 0.420, 0.466, -0.628, 0.651, -0.797, -0.255, -0.084, -0.615, -0.568, -0.710, 0.417, 0.372, 0.378, 0.349, 0.384, 0.413, 0.274, 0.397, 0.351],
  "homo_ev": [-15.9, -15.9],
  "s_squared": 0.7582,
  "charge": 3,
  "orbital_gap_ev": [5.16, 5.42],
  "lumo_energy_ha": [-0.3939, -0.3845],
  "multiplicity": 2
}